The following is a DFT calculation (the ωB97M-V functional and the def2-TZVPD basis) of C36H53Cl2N4O4PS2 as an isolated structure at a distorted geometry.

Each line ends with the Löwdin spin population.
Geometry (Å):
C -5.959 -0.539 3.585  0.0000
C -4.766 -1.205 4.170  0.0000
Cl -4.035 -0.439 5.530  0.0000
C -4.271 -2.339 3.689  0.0000
Cl -2.878 -3.097 4.408  0.0000
C -4.835 -3.091 2.548  0.0000
C -4.280 -3.100 1.296  0.0000
C -3.038 -2.264 1.060  0.0000
C -3.203 -1.177 0.025  0.0000
C -4.288 -0.319 0.034  0.0000
C -4.455 0.663 -0.919  0.0000
C -3.530 0.815 -1.928  0.0000
C -2.426 -0.021 -1.934  0.0000
C -2.241 -1.006 -0.975  0.0001
C -0.986 -1.847 -1.082  0.0006
C -4.846 -3.897 0.231  0.0000
C -4.174 -3.887 -1.104  0.0000
C -5.974 -4.652 0.442  0.0000
P -6.807 -5.669 -0.819  0.0000
O -7.825 -4.635 -1.536  0.0000
O -7.742 -6.703 -0.054  0.0000
S -5.720 -6.632 -2.061  0.0000
C -6.566 -4.622 1.747  0.0000
N -7.673 -5.253 2.157  0.0000
S -7.899 -4.929 3.697  0.0000
N -6.633 -3.952 3.961  0.0000
C -6.003 -3.868 2.798  0.0000
H -5.652 0.162 2.813  0.0000
H -6.485 0.052 4.327  0.0000
H -6.666 -1.253 3.180  0.0000
H -2.739 -1.791 1.987  0.0000
H -2.231 -2.942 0.809  0.0000
H -5.040 -0.411 0.806  0.0000
H -5.305 1.330 -0.904  0.0000
H -3.637 1.573 -2.686  0.0000
H -1.683 0.091 -2.710  0.0000
H -0.207 -1.238 -1.525  0.0003
H -0.623 -2.101 -0.093  -0.0002
H -1.159 -2.743 -1.671  0.0000
H -3.901 -4.884 -1.412  0.0000
H -3.270 -3.303 -1.093  0.0000
H -4.827 -3.426 -1.841  0.0000
H -8.146 -4.024 -0.856  0.0000
H -8.517 -6.279 0.340  0.0000
C 2.811 2.370 2.805  0.0031
C 2.169 1.465 1.719  0.0260
C 1.922 2.259 0.430  0.0151
C 0.691 3.165 0.456  0.0009
C -0.535 2.404 0.955  0.0154
C -0.294 1.736 2.307  0.0271
N 0.912 0.858 2.247  0.3641
O 0.635 -0.228 1.601  0.5385
C -0.154 2.816 3.396  0.0015
C -1.511 0.913 2.701  -0.0006
C 3.191 0.378 1.410  -0.0010
H 2.413 2.151 3.795  0.0017
H 3.886 2.204 2.869  -0.0004
H 2.665 3.433 2.606  0.0000
H 1.803 1.557 -0.402  0.0021
H 2.807 2.859 0.206  0.0013
H 0.876 4.047 1.076  0.0003
H 0.501 3.542 -0.552  0.0008
H -1.390 3.079 1.032  0.0013
H -0.809 1.644 0.214  0.0027
H 0.062 2.364 4.364  0.0011
H -1.092 3.365 3.486  -0.0005
H 0.616 3.555 3.188  0.0000
H -1.764 0.173 1.945  -0.0007
H -2.378 1.566 2.815  -0.0004
H -1.360 0.397 3.652  0.0002
H 3.368 -0.262 2.276  0.0002
H 4.139 0.837 1.133  -0.0003
H 2.886 -0.253 0.576  -0.0004
C 6.241 2.913 -4.733  0.0032
C 5.235 2.153 -3.826  0.0256
C 4.734 3.063 -2.698  0.0152
C 5.708 3.242 -1.533  0.0009
C 6.236 1.893 -1.048  0.0153
C 6.848 1.068 -2.176  0.0267
N 5.870 0.911 -3.291  0.3622
O 4.970 0.036 -2.979  0.5417
C 8.148 1.737 -2.660  0.0017
C 7.268 -0.302 -1.654  -0.0007
C 4.045 1.796 -4.712  -0.0011
H 7.063 2.269 -5.044  0.0017
H 5.763 3.255 -5.650  -0.0004
H 6.663 3.793 -4.247  0.0000
H 3.803 2.650 -2.296  0.0022
H 4.485 4.042 -3.114  0.0014
H 6.535 3.897 -1.822  0.0003
H 5.197 3.749 -0.712  0.0008
H 6.978 2.048 -0.262  0.0014
H 5.415 1.333 -0.591  0.0027
H 8.577 1.187 -3.499  0.0011
H 8.880 1.738 -1.852  -0.0005
H 8.025 2.773 -2.964  0.0000
H 6.441 -0.840 -1.193  -0.0006
H 8.044 -0.181 -0.899  -0.0004
H 7.671 -0.920 -2.458  0.0002
H 4.337 1.102 -5.502  0.0001
H 3.663 2.704 -5.178  -0.0003
H 3.229 1.349 -4.147  -0.0005

lowest unoccupied orbital energy (alpha / beta) = -1.117 / -1.117 eV
2S+1 = 3
frontier orbital gap (alpha / beta) = 7.41 / 7.62 eV
HOMO level (alpha / beta) = -8.52 / -8.73 eV